# C63H64N3O30

A 8-piece molecular cluster, C63H64N3O30 overall in a non-equilibrium geometry (ωB97M-V with the def2-TZVPD basis set, OMol25).

Results
Orbital gap: 6.8 eV
Calculated total energy: -132252.641 eV
Total charge: +1
LUMO energy: -4.04 eV
2S+1: 1

XYZ file:
```
160
Properties=species:S:1:pos:R:3:forces:R:3
C 2.5491 -2.1051 3.4168 -0.418 1.219 -0.319
C 1.2314 -1.7487 2.6298 -0.278 -0.648 1.659
C 0.0529 -2.6788 3.1504 0.887 0.458 -1.829
C -0.9674 -2.9697 2.0016 -0.237 -0.982 0.441
C -0.8576 -4.4735 1.5354 0.381 0.883 -0.303
C -2.4483 -2.6445 2.3732 -0.119 -0.085 -1.311
C -2.8550 -2.9273 3.8347 -0.092 -0.925 0.025
N -2.9758 -1.7109 4.6668 0.615 0.819 -3.008
C -3.5218 -0.6528 4.0553 -0.639 0.864 0.227
N -3.6879 0.4898 4.7996 0.477 0.265 0.698
N -3.9040 -0.5874 2.6933 0.723 -1.653 0.549
C -5.2116 -1.2567 2.4315 -1.326 0.334 1.249
C -6.4442 -0.2752 2.5241 -0.405 -0.598 -0.276
O -6.0439 1.0664 2.7304 -0.038 -0.166 -0.143
C -2.7781 -1.1934 1.9370 1.356 -0.714 -0.138
C -2.9050 -1.0387 0.4026 0.182 0.900 0.159
C -2.8892 0.4895 0.0218 -1.873 -0.955 -0.319
C -4.1130 0.7637 -0.8919 0.142 0.109 -0.328
O -1.7204 0.8538 -0.6972 -0.139 -0.260 0.764
C -0.5490 0.8207 0.0948 0.813 0.849 0.014
C -0.4025 2.0073 1.0661 0.188 0.242 0.568
C 0.7784 2.0606 1.8368 0.234 -0.209 0.087
C 1.0740 3.0965 2.7343 -0.874 -0.058 -0.569
C 0.1322 4.1384 2.8670 0.291 -0.435 -0.064
C -1.0611 4.0794 2.1361 -0.092 0.190 0.048
C -1.3474 3.0345 1.2422 0.511 -0.465 -0.064
H 2.8031 -1.2437 4.0627 0.126 -0.515 -0.286
H 3.3774 -2.2301 2.7020 -0.212 -0.246 0.526
H 2.4208 -2.9674 4.0911 0.170 0.152 -0.533
H 1.3689 -1.8251 1.5391 -0.092 0.007 0.444
H 0.9268 -0.7226 2.9224 0.300 -0.350 -0.664
H -0.3710 -2.1542 4.0174 0.106 -0.590 -0.185
H 0.5360 -3.6412 3.4062 -0.487 0.489 0.419
H -0.6308 -2.3797 1.1274 -0.635 -0.050 0.471
H -0.0659 -4.4958 0.7597 -0.213 -0.383 0.596
H -0.5816 -5.1231 2.3833 -0.225 0.067 -0.481
H -1.7768 -4.8273 1.0343 0.364 0.126 0.375
H -3.0802 -3.3099 1.7453 0.224 0.343 0.397
H -2.1494 -3.6076 4.3414 -0.300 0.413 -0.250
H -3.8288 -3.4531 3.8300 0.428 0.440 0.190
H -2.1015 -1.4743 5.1487 -0.698 -0.149 1.129
H -2.9453 1.1788 4.8226 -0.430 0.057 -0.355
H -4.5099 0.6662 5.3598 0.226 -0.238 -0.040
H -5.2540 -1.8241 1.4923 0.517 0.413 0.273
H -5.3674 -1.9985 3.2445 -0.038 0.132 -0.669
H -7.1038 -0.6329 3.3458 0.383 0.293 -0.306
H -7.0498 -0.3826 1.5991 0.407 0.122 0.351
H -6.7645 1.6479 2.4532 0.163 -0.152 0.100
H -1.8765 -0.5933 2.2105 -0.578 -0.103 -0.029
H -3.8088 -1.5151 -0.0137 0.310 0.079 0.398
H -2.0455 -1.4939 -0.1279 -0.420 0.016 0.521
H -3.0660 1.0578 0.9538 0.628 0.009 -0.398
H -3.9095 1.6425 -1.5345 -0.229 -0.313 0.414
H -5.0376 0.9403 -0.3066 0.586 -0.014 -0.145
H -4.3205 -0.0992 -1.5559 0.242 0.464 0.212
H -0.4103 -0.1137 0.6755 -0.305 0.199 -0.364
H 0.3044 0.8744 -0.6107 -0.493 -0.076 0.267
H 1.5198 1.2516 1.7369 -0.378 0.364 -0.074
H 2.0159 3.0558 3.2892 -0.416 0.222 -0.167
H 0.3357 4.9870 3.5326 -0.172 -0.421 -0.312
H -1.7876 4.8894 2.2696 0.258 -0.356 -0.131
H -2.2819 2.9863 0.6694 0.463 0.347 0.287
C 0.9781 -5.5397 7.9093 0.086 -0.022 0.143
C 0.3892 -4.7605 6.9984 -0.011 -0.551 -0.127
C 0.3467 -3.2714 7.1475 0.240 0.498 0.521
O -0.1907 -2.6021 6.2732 -0.345 -0.276 -0.110
C 0.9447 -2.6818 8.3317 -0.203 0.036 -0.398
C 1.5349 -3.4594 9.2515 0.068 0.700 0.250
C 1.6015 -4.9488 9.0915 -0.098 -0.565 -0.266
O 2.1616 -5.6089 9.9408 0.035 0.328 0.150
O 2.0891 -2.9510 10.3478 -0.070 -0.644 -0.250
O -0.1930 -5.2698 5.9016 -0.007 0.509 0.119
H 1.0167 -6.6157 7.8110 -0.001 0.013 -0.017
H 0.8916 -1.6070 8.4340 0.039 -0.011 0.031
H 2.4451 -3.7141 10.8446 0.048 0.091 0.085
H -0.5354 -4.5021 5.4097 0.108 -0.043 -0.046
C -2.7482 0.5730 -5.8640 -0.048 0.060 -0.271
C -2.4238 0.9540 -4.6245 -0.155 -0.617 -0.048
C -2.0234 2.3672 -4.3210 0.130 0.685 -0.256
O -1.7507 2.6802 -3.1750 -0.072 -0.270 0.054
C -1.9718 3.3149 -5.4265 0.163 0.066 0.795
C -2.2922 2.9329 -6.6604 0.111 0.309 0.116
C -2.7173 1.5318 -6.9626 -0.126 -0.673 0.237
O -3.0170 1.2386 -8.1027 0.067 0.327 -0.175
O -2.2511 3.7711 -7.6793 -0.159 -0.226 -0.570
O -2.4416 0.0947 -3.6000 0.212 0.724 0.164
H -3.0404 -0.4412 -6.0979 0.001 0.003 0.022
H -1.6628 4.3292 -5.1980 -0.038 -0.102 -0.077
H -2.5281 3.2513 -8.4583 -0.007 0.113 -0.102
H -2.1693 0.6149 -2.8133 0.072 -0.187 0.143
C 7.9641 -2.4132 1.8535 -0.250 -0.058 0.395
C 6.8816 -1.7152 2.2400 0.419 -0.172 -0.396
C 6.4190 -1.7271 3.6751 0.074 -0.090 0.450
O 5.4470 -1.0672 4.0078 0.112 0.077 -0.552
C 7.1612 -2.5402 4.6282 -0.461 0.308 0.006
C 8.2303 -3.2334 4.2395 0.120 -0.282 0.705
C 8.7120 -3.2047 2.8269 -0.095 0.236 -0.673
O 9.7050 -3.8410 2.5337 0.055 -0.142 0.304
O 8.9271 -3.9875 5.0923 0.119 0.062 -0.563
O 6.1628 -0.9743 1.3808 -0.158 -0.114 0.610
H 8.3208 -2.4187 0.8391 -0.044 0.053 -0.058
H 6.8084 -2.5526 5.6500 0.023 0.008 -0.001
H 9.6499 -4.3813 4.5661 0.024 -0.019 0.080
H 5.4488 -0.5776 1.9144 0.051 0.050 -0.054
C -1.2925 8.3845 -3.2393 -0.084 0.187 -0.018
C -1.7732 7.1405 -3.1264 0.721 0.002 0.025
C -3.2530 6.8702 -3.1513 -0.409 0.236 -0.020
O -3.6518 5.7245 -3.0642 0.352 -0.220 0.029
C -4.1562 8.0085 -3.2749 0.098 -0.259 0.031
C -3.6707 9.2505 -3.3841 -0.710 0.016 -0.011
C -2.1979 9.5186 -3.3868 0.614 -0.138 0.027
O -1.8076 10.6641 -3.5068 -0.350 0.076 0.007
O -4.4717 10.3132 -3.4965 0.623 -0.016 0.013
O -0.9492 6.0880 -2.9880 -0.945 0.036 -0.081
H -0.2322 8.5950 -3.2256 -0.003 -0.023 -0.011
H -5.2174 7.8028 -3.2740 0.008 0.018 -0.016
H -3.8772 11.0856 -3.5615 -0.081 0.035 -0.020
H -1.5262 5.3001 -2.9276 0.157 -0.122 0.065
C -6.7235 -3.5132 -1.3962 0.117 -0.085 0.398
C -7.4995 -3.8492 -2.4362 0.347 0.640 -0.212
C -8.3564 -5.0800 -2.4089 -0.246 -0.597 0.282
O -9.0559 -5.3312 -3.3681 0.164 0.331 -0.151
C -8.3028 -5.9258 -1.2202 -0.058 0.079 -0.193
C -7.5248 -5.5890 -0.1860 -0.304 -0.554 0.112
C -6.6909 -4.3457 -0.2045 0.146 0.478 -0.426
O -6.0099 -4.0723 0.7745 -0.046 -0.202 0.207
O -7.4520 -6.3446 0.9170 0.290 0.544 -0.119
O -7.5504 -3.1107 -3.5415 -0.311 -0.559 0.186
H -6.1029 -2.6273 -1.4031 -0.021 0.005 -0.058
H -8.9109 -6.8195 -1.2177 0.008 0.007 0.022
H -6.8281 -5.8874 1.5101 -0.037 -0.093 0.050
H -8.1809 -3.5647 -4.1354 0.018 0.088 -0.072
C 7.3195 -0.7456 -2.5590 0.286 0.173 -0.135
C 7.1954 -0.1629 -3.7712 -0.465 -0.465 0.506
C 8.3406 0.5927 -4.3938 0.573 0.305 -0.254
O 8.2105 1.0951 -5.4988 -0.512 -0.253 0.496
C 9.5791 0.6993 -3.6413 -0.101 0.194 -0.486
C 9.6999 0.1246 -2.4481 0.687 0.216 0.167
C 8.5837 -0.6499 -1.8273 -0.587 -0.272 0.084
O 8.7834 -1.1649 -0.7364 0.104 0.289 -0.509
O 10.8302 0.2103 -1.7402 -0.505 -0.276 0.151
O 6.0605 -0.2268 -4.4780 0.705 0.432 -0.141
H 6.5128 -1.2947 -2.0936 -0.008 0.014 -0.038
H 10.3862 1.2584 -4.0936 0.002 -0.016 0.004
H 10.6660 -0.2878 -0.9172 0.093 0.009 0.008
H 6.2305 0.2628 -5.3129 -0.105 -0.214 -0.083
C 4.1918 2.4164 -8.5777 0.225 -0.120 0.130
C 3.2545 3.3606 -8.7076 -0.017 -0.296 -0.526
C 3.0006 4.3679 -7.6241 0.109 0.218 0.518
O 2.1463 5.2167 -7.7939 -0.049 -0.188 -0.297
C 3.7971 4.2768 -6.4027 -0.109 -0.011 -0.177
C 4.7370 3.3300 -6.2761 -0.121 0.434 0.493
C 5.0016 2.3392 -7.3702 -0.120 -0.250 -0.625
O 5.8754 1.5017 -7.2251 -0.178 0.078 0.503
O 5.4839 3.2215 -5.1719 -0.003 -0.395 -0.477
O 2.5018 3.4536 -9.8081 0.103 0.194 0.504
H 4.3844 1.6864 -9.3516 -0.002 0.026 -0.006
H 3.5954 4.9978 -5.6227 0.029 -0.008 -0.005
H 6.0873 2.4703 -5.3318 0.171 0.152 0.019
H 1.9109 4.2116 -9.6668 -0.139 0.152 -0.031
```
Forces are in eV/Å.